Computed, not measured: a cluster of 19 separate species, C76H118O38 in total, with ωB97M-V with the def2-TZVPD basis set.

Last column: Mulliken charge in e.
Atoms and positions in Å:
O1 -0.6454 -2.3265 -0.4332  -0.126
C1 -0.2507 -1.2015 -0.8175  0.049
O2 -0.1208 -0.2024 -0.0045  0.112
C2 -0.3554 -0.4089 1.3872  1.235
C3 -0.4968 0.9890 2.0208  0.906
C4 -0.0225 -0.9398 -2.2789  1.696
H1 0.4097 -0.9998 1.8907  -0.412
H2 -1.2667 -1.0067 1.4007  -0.516
H3 -1.2285 1.5260 1.4172  -0.766
H4 0.4310 1.5597 2.0606  -0.664
H5 -1.0018 0.8683 2.9792  0.172
H6 -0.6641 -0.1233 -2.6105  -0.517
H7 -0.3016 -1.8204 -2.8575  -1.648
H8 1.0024 -0.6135 -2.4556  0.319
O3 -5.4247 -0.5804 -4.5734  -0.600
C5 -4.2389 -0.6597 -4.3766  0.424
O4 -3.6681 -1.5988 -3.6586  -0.057
C6 -4.3274 -2.6886 -3.0557  -1.078
C7 -3.6417 -3.0784 -1.7425  1.057
C8 -3.2560 0.5081 -4.7362  -0.026
H9 -4.4441 -3.5293 -3.7397  0.432
H10 -5.3718 -2.4544 -2.8498  -0.169
H11 -3.3906 -2.2124 -1.1300  -0.436
H12 -2.7094 -3.5643 -2.0303  -0.184
H13 -4.3401 -3.5709 -1.0659  0.358
H14 -2.2584 0.1947 -5.0440  0.165
H15 -3.0862 1.0639 -3.8140  -0.312
H16 -3.6488 1.1605 -5.5161  0.431
O5 -0.9182 -6.1254 -1.0222  -0.651
C9 -0.7827 -5.6898 0.1487  0.231
O6 0.2778 -6.0439 0.8759  -0.406
C10 0.2641 -5.5250 2.2203  -0.702
C11 -0.7995 -4.4343 2.0573  0.846
C12 -1.7596 -4.8348 0.9534  1.440
H17 1.1782 -4.9846 2.4661  0.403
H18 0.0693 -6.2593 3.0019  0.261
H19 -0.3542 -3.4500 1.9123  -0.780
H20 -1.2031 -4.4081 3.0695  0.450
H21 -2.1795 -4.0428 0.3333  -1.495
H22 -2.6356 -5.3093 1.3955  0.532
O7 -6.9591 -1.3996 3.3755  -0.637
C13 -5.7991 -1.5103 3.0926  0.114
O8 -5.3421 -2.3888 2.2543  -0.373
C14 -3.9756 -2.3912 2.1353  0.843
C15 -3.4464 -1.1398 2.8866  1.621
C16 -4.5856 -0.8341 3.7599  -0.125
H23 -3.7009 -2.3443 1.0815  -0.912
H24 -3.3940 -3.1716 2.6261  0.247
H25 -3.2083 -0.2648 2.2818  -1.101
H26 -2.6553 -1.4482 3.5701  -0.368
H27 -4.7090 0.2380 3.9135  0.238
H28 -4.3758 -1.3180 4.7138  0.318
O9 -9.7047 -1.2059 -0.6409  -0.675
C17 -8.5386 -0.8547 -0.4808  0.243
O10 -8.2586 0.3295 0.0042  -0.416
C18 -6.8638 0.6377 0.0455  -0.130
C19 -6.1852 -0.5080 -0.6342  1.401
C20 -7.3110 -1.4517 -1.0351  -0.394
H29 -6.5148 0.7730 1.0692  0.128
H30 -6.6742 1.4545 -0.6509  0.222
H31 -5.4848 -0.9898 0.0481  -0.882
H32 -5.5926 -0.0034 -1.3973  -0.032
H33 -7.2982 -2.4234 -0.5415  0.032
H34 -7.4727 -1.6808 -2.0884  0.379
O11 2.6513 1.6675 2.8978  -0.211
C21 2.5525 1.5497 4.1043  -0.269
O12 2.9663 2.5466 4.9153  -0.344
C22 2.6488 2.2758 6.2715  -0.239
C23 2.5728 0.7449 6.3826  -0.890
C24 2.1949 0.3347 4.9970  1.317
H35 1.6677 2.7098 6.4641  -0.134
H36 3.3947 2.5638 7.0124  0.491
H37 1.8957 0.3821 7.1559  0.389
H38 3.5443 0.3298 6.6509  0.392
H39 1.1312 0.1025 4.9447  -0.558
H40 2.8095 -0.4757 4.6050  0.082
O13 -4.6337 2.3192 1.7803  -0.608
C25 -3.9032 2.7716 0.9416  0.033
O14 -3.6689 1.9511 -0.1545  -0.058
C26 -2.6610 2.5601 -1.0143  0.505
C27 -2.4600 4.0554 -0.4179  -0.704
C28 -3.1848 4.0598 0.9406  0.785
H41 -2.9749 2.4997 -2.0564  0.086
H42 -1.7527 1.9729 -0.8792  -0.367
H43 -3.0830 4.6582 -1.0787  0.377
H44 -1.4377 4.4291 -0.4744  0.137
H45 -3.8228 4.9018 1.2090  0.657
H46 -2.4614 4.0763 1.7558  -0.955
O15 -1.0582 7.4541 1.8161  -0.621
C29 -0.2923 6.6582 2.2318  0.163
O16 -0.5763 5.3953 2.2731  -0.146
C30 0.4575 4.6070 2.7942  1.771
C31 1.1832 5.7095 3.5814  -0.198
C32 1.0584 6.9573 2.8962  -0.392
H47 1.0092 4.1982 1.9477  -0.461
H48 0.0841 3.8443 3.4776  -1.002
H49 2.2265 5.4091 3.6775  -0.338
H50 0.7557 5.8685 4.5714  0.386
H51 1.7366 6.9713 2.0429  0.038
H52 1.1369 7.8226 3.5544  0.440
O17 5.2973 -5.0024 -3.1387  -0.677
C33 4.3021 -4.7214 -2.4432  0.273
O18 4.3532 -4.6074 -1.1031  -0.400
C34 3.0963 -4.5633 -0.5482  0.603
C35 2.1225 -4.7521 -1.6584  0.713
C36 2.9198 -4.4562 -2.8988  0.354
H53 3.0038 -3.5560 -0.1423  -0.577
H54 2.9682 -5.3732 0.1699  0.271
H55 1.2687 -4.0854 -1.5376  -0.972
H56 1.6664 -5.7292 -1.4988  0.261
H57 2.7511 -3.3933 -3.0718  -0.269
H58 2.6250 -5.1044 -3.7241  0.411
O19 0.9958 -0.7889 -5.6652  -0.594
C37 2.2625 -0.8026 -5.6908  0.195
O20 2.9720 -1.5641 -4.7804  0.276
C38 4.3716 -1.5423 -5.1498  -0.161
C39 4.4941 -0.9361 -6.5777  -0.845
C40 3.2011 -0.1364 -6.7098  -0.150
H59 4.8286 -2.5314 -5.1812  0.367
H60 4.9245 -0.9301 -4.4373  0.088
H61 4.4874 -1.7710 -7.2784  0.306
H62 5.4692 -0.4610 -6.6857  0.404
H63 2.7872 -0.2213 -7.7145  0.410
H64 3.3205 0.9066 -6.4166  -0.144
O21 6.2933 5.8563 0.6956  -0.663
C41 6.0115 5.1448 1.6478  0.472
O22 6.1610 3.8250 1.5212  -0.350
C42 5.9940 3.1315 2.7685  0.747
C43 5.8510 4.2428 3.8563  -0.449
C44 5.4859 5.5298 3.0511  0.273
H65 6.8038 2.4296 2.9677  0.478
H66 5.1098 2.5067 2.6423  -0.851
H67 6.8494 4.4436 4.2448  0.375
H68 5.2535 3.9678 4.7255  0.110
H69 5.9247 6.4626 3.4054  0.464
H70 4.4263 5.7476 2.9172  -0.568
O23 -3.0508 -5.9092 -5.3901  -0.659
C45 -2.0677 -5.2096 -5.2536  0.414
O24 -1.9408 -3.9974 -5.7788  -0.380
C46 -0.7456 -3.3379 -5.3498  0.195
C47 -0.0241 -4.2753 -4.3088  1.327
C48 -0.7910 -5.5945 -4.5044  -0.352
H71 -1.1096 -2.4321 -4.8650  -0.271
H72 -0.0534 -3.0933 -6.1556  0.268
H73 -0.0544 -3.8682 -3.2982  -0.970
H74 0.9990 -4.2952 -4.6844  0.063
H75 -1.0057 -6.0760 -3.5503  -0.029
H76 -0.1821 -6.2077 -5.1688  0.406
O25 1.5092 -2.5273 3.4321  -0.163
C49 1.4084 -2.9770 4.5645  0.168
O26 2.3464 -3.8261 5.0496  -0.372
C50 2.0437 -4.3983 6.3271  -0.541
C51 0.8374 -3.6199 6.8449  -0.835
C52 0.3422 -2.7850 5.6378  0.521
H77 2.8495 -4.4868 7.0558  0.375
H78 1.7024 -5.4213 6.1692  0.262
H79 0.9882 -3.0598 7.7677  0.357
H80 -0.0481 -4.1991 7.1069  0.320
H81 0.1192 -1.7689 5.9633  -0.200
H82 -0.6390 -3.1350 5.3170  0.152
O27 -2.3903 4.3476 -3.7311  -0.644
C53 -1.4739 3.6740 -4.2653  0.270
O28 -0.4203 3.1928 -3.5401  0.536
C54 0.4852 2.4620 -4.2661  2.282
C55 0.2263 2.9729 -5.6742  -0.554
C56 -1.2377 3.3660 -5.7248  -0.574
H83 0.1601 1.4308 -4.1280  -1.079
H84 1.5105 2.5807 -3.9157  -1.355
H85 0.4107 2.2149 -6.4355  0.436
H86 0.7506 3.8905 -5.9411  0.396
H87 -1.9007 2.6101 -6.1455  0.037
H88 -1.4606 4.2093 -6.3785  0.417
O29 4.0881 1.5683 -3.1905  -0.096
C57 4.5818 2.7214 -3.3039  -0.043
O30 5.3595 3.2094 -2.3065  -0.302
C58 5.7676 4.5464 -2.5532  -0.069
C59 5.5226 4.6851 -4.0575  -0.966
C60 4.4269 3.7143 -4.4282  0.047
H89 6.8342 4.5612 -2.3292  0.411
H90 5.2778 5.2823 -1.9155  0.022
H91 6.4325 4.5921 -4.6504  0.314
H92 5.2045 5.7004 -4.2943  0.375
H93 4.4781 3.4202 -5.4765  0.438
H94 3.4497 4.1872 -4.3303  -0.084
O31 5.8068 -0.0799 2.7990  -0.676
C61 5.3160 -0.1836 1.6942  0.510
O32 5.8863 0.4155 0.6555  -0.338
C62 5.0699 0.2049 -0.4401  0.764
C63 4.2578 -1.0360 -0.1418  -0.118
C64 3.9213 -0.7899 1.3118  1.125
H95 5.7114 0.1299 -1.3181  0.279
H96 4.4517 1.0922 -0.5770  -0.778
H97 4.7837 -1.9787 -0.2926  0.167
H98 3.3372 -0.9608 -0.7204  -0.039
H99 3.8605 -1.6797 1.9383  0.010
H100 3.0080 -0.2031 1.4094  -0.853
O33 1.9084 6.9688 -0.6261  -0.706
C65 2.1256 5.7609 -0.6901  -0.263
O34 2.9362 5.2447 0.1841  -0.481
C66 2.9719 3.8067 0.0769  0.057
C67 1.8261 3.4008 -0.8426  1.127
C68 1.6912 4.6762 -1.6643  0.507
H101 2.9680 3.2478 1.0128  0.090
H102 3.9690 3.5570 -0.2856  0.256
H103 0.8695 3.2512 -0.3419  -0.684
H104 2.0226 2.5607 -1.5088  0.183
H105 0.6644 4.7588 -2.0207  0.254
H106 2.3957 4.7181 -2.4950  -0.304
O35 -4.5949 -6.8843 1.0599  -0.689
C69 -4.9587 -6.4739 -0.0576  0.505
O36 -6.0857 -5.7986 -0.1550  -0.378
C70 -6.4897 -5.6467 -1.5095  0.216
C71 -5.5922 -6.5691 -2.3549  -0.652
C72 -4.4038 -6.8311 -1.4156  0.376
H107 -6.4461 -4.5931 -1.7855  -0.282
H108 -7.5121 -5.9523 -1.7320  0.468
H109 -5.3664 -6.0796 -3.3023  0.276
H110 -6.2018 -7.4558 -2.5284  0.318
H111 -3.5343 -6.1986 -1.5943  -0.507
H112 -4.0716 -7.8674 -1.4777  0.475
O37 -1.0466 0.7770 5.6349  -0.609
C73 -1.3980 1.9501 5.6403  0.235
O38 -0.5465 2.9021 6.0138  -0.185
C74 -1.2123 4.0986 6.0309  -0.719
C75 -2.4048 3.9535 5.0944  0.051
C76 -2.7254 2.4830 5.1675  0.804
H113 -0.4802 4.8861 5.8521  0.300
H114 -1.5778 4.3009 7.0377  0.329
H115 -2.0964 4.3232 4.1165  -0.494
H116 -3.1932 4.6254 5.4335  0.619
H117 -3.1074 2.0400 4.2477  -0.618
H118 -3.3801 2.1552 5.9749  0.346

Computed properties:
lowest unoccupied orbital energy: -0.00379 Eh
gap between HOMO and LUMO: 9.33 eV
E_HOMO: -0.34667 Eh
strongest force on any atom: 4.79 eV Å⁻¹
multiplicity: 1